A 2-piece molecular cluster, C4H2BrN3 overall at a distorted geometry, computed with the ωB97M-V functional and the def2-TZVPD basis.

Values from the calculation:
**Largest force on an atom**: 3.96 eV Å⁻¹
**Molecular weight**: 171.99 g/mol
**HOMO energy**: -9.997 eV
**HOMO-LUMO gap**: 8.98 eV
**Electronic energy**: -2891.78694 a.u.

The geometry in ORCA input format:
```
! RIJCOSX wB97M-V def2-TZVPD def2/J DEFGRID3
* xyz 0 1
C 0.6300 -1.4576 0.7741
C -0.9167 -1.0054 -1.0381
C 0.3562 1.1417 -0.0414
C -0.4691 -0.7746 0.2741
N 1.5767 -1.8930 1.2452
N -1.2707 -1.2821 -2.1037
N -0.4426 2.0500 0.1732
Br 2.1235 0.9790 -0.6415
H -1.3205 -0.8201 1.0966
H -0.2666 3.0620 0.2616
*
```